{"formula": "C17H48CoF5N2O2PSSi4Te2", "method": "ωB97M-V/def2-TZVPD", "gap_ev": [8.172, 6.108], "largest_force_ev_per_a": 1.312, "s2": 6.012, "total_charge": 1, "e_above_lowest_kcal_mol": 54.1, "spin_multiplicity": 5, "symbols": ["Co", "C", "P", "C", "C", "O", "H", "H", "H", "H", "H", "H", "H", "H", "H", "C", "Si", "C", "C", "Si", "Te", "Si", "C", "C", "C", "Si", "C", "C", "C", "H", "H", "H", "H", "H", "H", "H", "H", "H", "H", "H", "H", "H", "H", "H", "H", "H", "H", "H", "H", "H", "H", "H", "H", "H", "H", "H", "C", "N", "C", "C", "S", "N", "C", "C", "H", "H", "H", "H", "H", "H", "H", "H", "H", "H", "H", "H", "F", "Te", "F", "F", "F", "F", "O"], "xyz": [[-1.395, 0.855, -1.781], [-5.961, 1.326, -1.339], [-4.348, 0.960, -0.661], [-4.389, -0.675, 0.064], [-4.047, 2.138, 0.658], [-3.309, 1.037, -1.763], [-6.727, 1.281, -0.566], [-6.201, 0.607, -2.121], [-5.948, 2.326, -1.770], [-5.015, -0.704, 0.955], [-3.365, -0.945, 0.330], [-4.767, -1.390, -0.666], [-4.674, 1.911, 1.520], [-4.262, 3.149, 0.313], [-3.000, 2.095, 0.960], [-1.488, -2.914, 1.602], [-1.062, -1.851, 3.084], [-0.711, -2.834, 4.641], [-2.513, -0.724, 3.504], [0.914, -0.584, 2.598], [-0.173, 1.265, 1.351], [2.049, 0.563, 4.336], [2.213, -0.576, 5.810], [3.708, 1.139, 3.674], [1.023, 2.061, 4.828], [2.328, -2.065, 1.434], [4.127, -1.548, 1.399], [1.545, -2.452, -0.243], [2.287, -3.628, 2.499], [-2.506, -3.286, 1.744], [-0.832, -3.775, 1.503], [-1.453, -2.336, 0.679], [-1.596, -3.435, 4.865], [-0.551, -2.162, 5.482], [0.138, -3.508, 4.580], [-3.409, -1.337, 3.627], [-2.719, 0.025, 2.741], [-2.326, -0.213, 4.448], [2.725, -1.505, 5.558], [1.234, -0.829, 6.213], [2.787, -0.095, 6.603], [4.497, 0.413, 3.853], [3.979, 2.057, 4.201], [3.684, 1.356, 2.607], [0.061, 1.768, 5.249], [0.839, 2.757, 4.006], [1.563, 2.628, 5.590], [4.321, -0.665, 0.800], [4.677, -2.394, 0.977], [4.505, -1.398, 2.407], [0.796, -1.720, -0.566], [1.044, -3.419, -0.189], [2.315, -2.504, -1.016], [2.620, -3.461, 3.522], [2.977, -4.349, 2.056], [1.305, -4.091, 2.520], [2.045, -0.875, -5.261], [1.425, 0.429, -5.461], [2.366, 1.467, -5.889], [0.273, 0.760, -4.861], [-0.304, -0.286, -3.592], [-0.416, 1.801, -5.327], [-1.399, 2.517, -4.528], [-0.320, 2.229, -6.719], [2.685, -1.068, -6.121], [1.290, -1.653, -5.206], [2.647, -0.878, -4.349], [3.297, 1.308, -5.343], [1.991, 2.445, -5.614], [2.559, 1.416, -6.961], [-1.068, 2.568, -3.492], [-2.394, 2.080, -4.630], [-1.421, 3.548, -4.883], [0.137, 1.444, -7.314], [0.251, 3.151, -6.830], [-1.336, 2.404, -7.074], [2.468, 2.957, -0.835], [1.725, 1.386, -1.485], [-0.516, 2.506, -1.375], [2.751, 0.630, -0.054], [1.489, 2.415, -3.096], [3.229, 0.814, -2.439], [-0.966, 0.141, 0.031]], "forces_ev_per_a": [[0.13, -0.12, -0.15], [-0.03, 0.00, 0.02], [-0.06, -0.05, 0.01], [0.02, -0.01, 0.03], [0.05, 0.02, 0.00], [-0.39, 0.08, -0.18], [-0.02, 0.00, 0.05], [0.02, -0.03, -0.02], [0.01, 0.02, -0.01], [-0.04, 0.01, 0.02], [0.01, 0.00, 0.04], [0.02, 0.00, -0.03], [-0.05, 0.01, 0.02], [0.01, 0.01, -0.04], [-0.05, -0.04, -0.03], [-0.16, 0.06, 0.18], [0.30, 0.31, 0.21], [-0.23, -0.09, -0.14], [0.09, -0.17, -0.05], [0.06, -0.40, 0.61], [-0.34, -0.33, -0.49], [-0.18, 0.07, -0.08], [0.06, 0.04, -0.08], [-0.16, 0.11, 0.15], [0.10, 0.01, -0.01], [0.00, -0.14, -0.13], [-0.17, -0.19, -0.18], [0.15, 0.19, -0.01], [0.00, 0.16, -0.21], [-0.02, -0.07, -0.06], [0.09, -0.06, -0.03], [0.03, 0.03, -0.02], [-0.02, -0.06, 0.07], [0.00, 0.06, 0.05], [0.11, -0.04, -0.09], [-0.04, 0.02, 0.03], [-0.04, 0.07, -0.09], [-0.01, 0.07, 0.03], [0.03, -0.07, -0.04], [-0.07, -0.03, 0.05], [0.04, 0.07, 0.05], [0.07, -0.11, 0.00], [0.06, 0.01, -0.02], [-0.02, 0.02, -0.06], [-0.07, -0.01, 0.02], [0.01, -0.02, -0.06], [-0.02, -0.01, 0.06], [0.03, 0.01, 0.02], [0.06, 0.02, -0.04], [0.02, 0.03, 0.12], [0.12, -0.02, 0.14], [0.00, -0.07, -0.05], [0.00, -0.05, -0.01], [-0.01, 0.07, 0.09], [0.04, -0.05, -0.05], [-0.12, -0.06, 0.05], [-0.01, -0.06, -0.03], [-0.12, 0.09, 0.13], [-0.01, 0.01, -0.03], [-0.06, -0.13, -0.09], [-0.20, 0.10, 0.36], [0.18, -0.02, 0.11], [0.09, 0.07, 0.03], [-0.01, 0.01, 0.02], [0.04, 0.00, 0.03], [0.03, 0.00, 0.01], [0.01, -0.04, -0.01], [0.01, 0.00, -0.04], [0.01, 0.03, -0.01], [0.00, 0.00, 0.00], [-0.08, 0.00, -0.04], [0.01, -0.02, 0.09], [-0.07, -0.04, -0.03], [-0.02, 0.01, -0.03], [0.00, 0.01, 0.00], [0.02, -0.01, -0.05], [-0.16, 0.11, 0.04], [0.38, 0.55, -1.13], [0.09, 0.13, 0.17], [0.24, -0.30, 0.86], [0.04, 0.11, -0.16], [0.09, -0.16, -0.23], [0.11, 0.24, 0.34]]}